Entry 1:
C12H26N4O3 | ωB97M-V with the def2-TZVPD basis set

E_HOMO in eV: -8.995
ΔE to the lowest compared entry with this formula, charge and spin in kcal/mol: 39.4
2S+1: 1
SMILES string: [H]/N=C(\N)NCCCCC(=O)O[C@](C)(CN)CCCO
Orbital gap in eV: 9.695
DFT total energy in Ha: -917.55285
Maximum force in eV/Å: 0.90

CARTESIAN COORDINATES (ANGSTROEM)
O (1.257918, 1.560423, -0.256392)
O (1.129802, 1.658141, -2.507096)
O (-0.401743, -2.945434, 0.297792)
N (-3.790327, -0.224471, -1.360266)
N (4.705271, 0.948020, -0.031064)
N (-4.256485, -2.185905, -0.055672)
N (-2.946074, -0.537903, 0.903957)
C (0.989711, -3.267214, 0.364941)
C (0.576355, 1.547447, -1.441349)
C (-1.463287, 2.393376, -0.193441)
C (2.189928, 0.475389, 0.023243)
C (1.726458, -1.994335, 0.760322)
C (2.471311, 0.671163, 1.508002)
C (-3.083701, 0.900127, 1.189267)
C (-3.710328, -1.042853, -0.169521)
C (-1.784995, 1.714751, 1.142664)
C (3.483110, 0.684998, -0.828309)
C (-0.917648, 1.464879, -1.295521)
C (1.553076, -0.893859, -0.299553)
H (1.979313, -1.284601, -1.227939)
H (1.142737, -4.009551, 1.156857)
H (-3.472188, 0.976088, 2.210466)
H (-0.956392, 1.062634, 1.436512)
H (-1.338143, 1.739851, -2.262954)
H (-0.772239, 3.218998, -0.016454)
H (-3.852118, 1.331716, 0.543747)
H (3.699020, -0.206039, -1.415100)
H (-1.228837, 0.436778, -1.110842)
H (-1.974480, -0.812176, 0.828350)
H (2.813766, 1.688220, 1.688401)
H (-3.796980, -0.817405, -2.177485)
H (3.205524, -0.039015, 1.873029)
H (1.253373, -1.659850, 1.688658)
H (4.706635, 1.915993, 0.270630)
H (-1.876489, 2.497612, 1.898768)
H (0.480511, -0.807707, -0.477091)
H (3.304541, 1.498582, -1.530454)
H (-4.622672, 0.348757, -1.359889)
H (1.344329, -3.660526, -0.592793)
H (2.776242, -2.202285, 0.966291)
H (5.490731, 0.878183, -0.667591)
H (1.540889, 0.511209, 2.060045)
H (-2.393577, 2.838440, -0.561342)
H (-4.753510, -2.421623, -0.912314)
H (-0.883168, -3.683505, -0.079450)

Atomic forces in eV per Å
O -0.6 -0.3 0.0
O -0.1 -0.3 0.3
O 0.1 0.2 -0.1
N 0.2 0.1 0.3
N -0.2 0.0 -0.2
N 0.5 0.2 -0.1
N -0.1 0.5 -0.4
C 0.0 0.2 0.4
C 0.3 0.1 -0.5
C -0.4 -0.2 0.1
C 0.9 0.1 -0.1
C -0.5 0.3 -0.1
C -0.5 -0.2 0.0
C 0.1 -0.2 0.4
C -0.2 -0.5 0.1
C -0.1 0.0 -0.3
C 0.5 0.3 0.2
C -0.1 0.6 0.0
C 0.0 -0.5 0.0
H -0.1 0.1 -0.1
H 0.1 -0.1 -0.2
H -0.1 0.0 -0.1
H 0.1 0.1 0.1
H 0.1 -0.1 0.0
H 0.0 0.0 -0.1
H 0.1 0.1 -0.1
H -0.1 -0.1 0.0
H 0.1 -0.1 0.0
H 0.0 -0.3 0.1
H 0.0 0.0 0.0
H -0.2 0.0 -0.1
H 0.1 0.1 0.0
H 0.2 -0.1 0.1
H 0.0 0.0 0.1
H 0.1 0.0 0.0
H 0.0 0.2 0.1
H -0.2 -0.1 -0.1
H 0.0 0.1 -0.1
H 0.0 0.0 0.0
H 0.0 -0.1 0.0
H 0.1 -0.1 0.1
H 0.1 0.1 0.0
H 0.1 0.0 0.0
H 0.0 0.0 0.0
H -0.1 -0.1 0.0

---

Entry 2:
C12H26N4O7Sc | ωB97M-V with the def2-TZVPD basis set

E_HOMO (spin up / spin down) in eV: -10.245 / -10.233
2S+1: 1
Orbital gap (spin up / spin down) in eV: 5.850 / 5.841
DFT total energy in Ha: -1978.95239
Maximum force in eV/Å: 3.80
Net charge: +1

CARTESIAN COORDINATES (ANGSTROEM)
Sc (-0.234079, -0.375009, -0.638195)
O (-0.224552, 2.153543, -3.061869)
O (0.819326, -0.559801, 2.421930)
O (2.468350, 1.489388, -2.815588)
O (-2.023244, -1.187703, -0.491672)
O (0.443732, -0.596425, -2.556612)
O (-0.564574, 1.378652, 2.046818)
O (1.368921, -2.885841, -2.088971)
N (1.063050, -2.429494, -0.908320)
N (0.803227, -1.223764, 1.221390)
N (-0.544434, 1.789931, -1.732678)
N (-0.561720, 1.490588, 0.710363)
C (1.488147, -3.161205, 0.137860)
C (-2.555682, -1.205427, 0.690097)
C (1.968318, -4.568471, 0.068043)
C (-1.131956, 3.829461, 1.276680)
C (3.118101, 1.882415, -1.650126)
C (1.694920, -3.003650, 2.690453)
C (-3.408702, -0.087258, 1.137111)
C (-2.361661, -2.357456, 1.591656)
C (-1.072884, 2.836677, -1.089289)
C (-0.938116, 2.729331, 0.307903)
C (1.355964, -2.455389, 1.351619)
C (-1.610742, 4.033966, -1.792083)
H (-2.215225, 4.648323, -1.114291)
H (3.060992, 1.700187, -3.555669)
H (0.843325, -3.579078, 3.093415)
H (1.011436, 0.105604, -2.967429)
H (0.870098, -1.530556, -2.668503)
H (-2.254275, 3.747067, -2.629342)
H (1.937186, -2.208383, 3.404647)
H (-1.641090, -2.126735, 2.391741)
H (1.197642, -5.253725, 0.453326)
H (0.752225, 2.108093, -3.105632)
H (4.113618, 1.440088, -1.591161)
H (3.173499, 2.979516, -1.616943)
H (-0.172356, 4.217178, 1.641599)
H (2.501063, 1.487353, -0.806747)
H (-1.649539, 4.667180, 0.808479)
H (-3.794032, 0.478280, 0.276931)
H (2.545887, -3.693622, 2.624606)
H (-2.841331, 0.617500, 1.769070)
H (-1.713800, 3.502340, 2.140800)
H (-1.984426, -3.220762, 1.033409)
H (2.861878, -4.707474, 0.689848)
H (0.222226, 0.355725, 2.247407)
H (-4.249892, -0.477105, 1.728279)
H (-0.818676, 4.687140, -2.180370)
H (2.201816, -4.846152, -0.959718)
H (-3.317962, -2.615044, 2.065724)

Atomic forces in eV per Å
Sc 2.3 0.3 -0.2
O -0.8 -0.4 -0.1
O -0.8 0.9 -0.1
O -0.3 -0.3 -1.9
O -1.6 -0.1 2.9
O 0.6 0.7 -0.6
O 0.1 0.0 -1.4
O -1.0 1.1 0.0
N 1.6 -2.1 0.8
N 1.1 -1.6 1.1
N 0.0 2.2 0.2
N -1.1 2.7 1.5
C -1.1 0.5 -2.1
C 0.4 0.0 -1.6
C 0.4 -0.1 -0.1
C -0.4 0.4 0.1
C 0.0 0.2 1.7
C 0.6 -0.1 0.3
C -0.7 0.4 -0.3
C 0.0 -0.7 -0.2
C 1.3 -1.7 -2.8
C 0.4 -3.0 2.2
C -2.0 3.0 0.3
C -0.3 0.5 0.1
H 0.2 -0.2 -0.1
H -0.4 -0.2 0.1
H 0.2 0.2 -0.2
H -0.6 -0.9 0.3
H 0.3 -0.5 0.0
H 0.3 -0.1 0.1
H -0.1 -0.2 -0.3
H -0.2 0.3 -0.2
H 0.2 0.2 -0.1
H -0.2 -0.1 0.2
H 0.0 0.1 0.1
H 0.1 -0.3 0.3
H -0.1 -0.3 0.0
H 0.6 0.5 -0.4
H 0.1 -0.1 0.1
H 0.2 -0.2 0.2
H -0.3 0.1 0.0
H 0.1 -0.4 0.0
H 0.2 0.0 0.0
H 0.0 0.2 0.1
H -0.2 0.0 -0.2
H 0.5 -1.0 0.6
H 0.3 0.2 -0.1
H 0.0 -0.3 0.0
H 0.0 0.1 0.1
H 0.3 0.1 0.0

---

Entry 3:
C12H26N6O3 | ωB97M-V with the def2-TZVPD basis set

E_HOMO in eV: -8.220
ΔE to the lowest compared entry with this formula, charge and spin in kcal/mol: 87.7
2S+1: 1
SMILES string: [H]/N=C(/N)NCCC[C@H](N)C(=O)N[C@@H](CCCCN)C(=O)O
Orbital gap in eV: 8.489
DFT total energy in Ha: -1027.02365
Maximum force in eV/Å: 4.58

CARTESIAN COORDINATES (ANGSTROEM)
O (-2.024469, 1.489083, 2.771248)
O (-2.564766, -0.329548, 4.057051)
O (-1.631416, 2.088914, -0.449379)
N (1.344001, -2.422764, -0.085485)
N (2.681973, 2.592092, -3.942868)
N (0.764080, 0.282812, 1.342765)
N (0.924524, 4.124648, -3.613184)
N (-2.037243, 0.089425, 0.606301)
N (0.639164, 1.934902, -2.837747)
C (-2.255036, 0.305539, 2.939780)
C (-1.407565, -1.919838, 2.214389)
C (1.469719, 2.983167, -3.381592)
C (-1.542207, -2.818568, 0.970423)
C (-2.258303, -0.653810, 1.839662)
C (1.092358, 0.833887, -2.067809)
C (1.064286, 2.297402, -0.003799)
C (0.496500, -3.553955, -0.311006)
C (-1.284822, 1.252275, 0.314594)
C (-0.572367, -3.894805, 0.732392)
C (0.091862, 1.507746, 0.939370)
C (1.895265, 1.430424, -0.932657)
H (-1.793174, -2.429307, -0.051563)
H (0.692026, 3.231224, -0.474498)
H (2.663829, 2.156418, -1.434108)
H (3.237384, 3.363495, -4.299204)
H (1.966052, -2.232922, -0.909582)
H (1.061149, -4.445729, -0.460983)
H (-0.091231, 2.000509, 1.922300)
H (1.682042, 2.800153, 0.700886)
H (1.723121, 0.234463, -2.768215)
H (-0.101317, -3.451246, -1.250888)
H (0.031940, 4.333000, -3.044675)
H (-1.874626, -2.567333, 2.938831)
H (-2.667068, -3.198506, 1.086850)
H (3.122407, 1.841654, -3.493829)
H (-0.346129, -1.743389, 2.359409)
H (1.812567, 0.377208, 1.581364)
H (2.679762, 0.735137, -0.551654)
H (-0.020796, -4.162080, 1.693763)
H (0.211270, 0.244695, -1.805523)
H (0.163680, -0.109962, 2.046129)
H (-2.828075, 0.084513, -0.065013)
H (-2.550202, 0.360581, 4.770239)
H (-1.099022, -4.815068, 0.571934)
H (0.947487, -1.561957, 0.474770)
H (-3.273859, -1.005888, 1.745541)
H (-0.234759, 2.341309, -2.384731)

Atomic forces in eV per Å
O -0.5 -1.0 1.6
O 0.0 1.6 2.0
O -1.8 0.9 -2.0
N 0.3 1.8 1.1
N -1.4 1.4 -0.2
N 1.6 -0.7 -0.5
N -0.1 0.9 1.3
N -0.1 0.4 -2.1
N -2.0 2.3 -0.4
C 0.0 1.5 -0.6
C -0.1 0.0 -3.4
C -2.8 -0.8 -0.3
C -4.4 -0.2 -1.1
C 0.6 -0.2 -0.5
C 1.4 -0.2 -0.9
C -0.5 0.2 1.2
C -2.0 -0.2 -1.2
C 1.6 -1.5 2.2
C 2.4 -0.7 2.4
C 0.8 0.2 0.5
C 2.7 0.7 -0.9
H 1.0 1.1 0.9
H -0.6 -1.1 -0.2
H -1.5 -0.9 0.7
H -0.1 -0.4 0.3
H -1.2 0.2 1.5
H 0.8 -0.7 -0.1
H -0.1 0.8 -1.3
H 1.3 0.1 0.8
H -0.3 -0.1 0.8
H 0.3 0.1 0.2
H 1.8 -1.0 -1.4
H 0.2 0.7 0.9
H 2.1 -0.1 0.2
H 0.9 -0.9 0.4
H -0.1 0.1 0.6
H -2.7 -0.1 -0.1
H -1.2 0.1 0.7
H -0.5 0.5 -0.7
H 0.3 -0.1 0.3
H 0.9 -0.2 0.7
H 0.7 -0.1 0.9
H -0.1 -0.8 -0.5
H 0.0 -0.6 -1.0
H 1.0 -1.9 -2.2
H -0.4 -0.3 0.1
H 1.7 -0.5 -1.1

---

Among the records above, which one has the highest DFT total energy? C12H26N4O3

---

The lowest DFT total energy belongs to which entry? C12H26N4O7Sc